Entry 1:
ORCA calculation (wB97M-V/def2-TZVPD) on a molecular structure, C3H9ClSSi.

- Net charge: 0
- Largest force on an atom: 5.95 eV Å⁻¹
- ΔE to the lowest compared entry with this formula, charge and spin: 194.0 kJ/mol
- Lowest unoccupied orbital energy: 0.38 eV
- E_HOMO: -0.2994 Ha
- M: 140.71 g mol⁻¹
- Orbital gap: 8.53 eV
- E: -34491.0400 eV

Geometry as XYZ:
```
15
Properties=species:S:1:pos:R:3:forces:R:3:mulliken_charge:R:1
C -2.234620 1.285629 -0.634871 -2.18 0.52 5.51 -1.34
C -1.062989 0.850992 0.215395 2.23 -0.57 0.03 -0.16
C 0.398360 -1.641785 0.719774 3.34 1.42 1.12 -0.84
Si 2.514345 -0.680520 -0.238560 -2.19 -0.57 0.83 0.56
S -1.115291 -1.013522 0.133477 -0.40 0.93 -0.11 -0.12
Cl 3.341378 0.928557 0.813243 -0.28 -0.51 -0.20 -0.25
H -3.218819 0.818298 -0.319260 1.22 0.19 -0.35 0.28
H -2.417188 2.331698 -0.534769 0.07 0.94 -0.02 0.38
H -2.023761 1.064533 -1.560677 0.80 -1.19 -5.12 0.44
H -0.987357 1.179476 1.272914 -0.57 -0.12 -0.67 0.33
H -0.067854 1.209893 -0.267535 -1.54 -0.70 0.65 0.15
H 0.584493 -1.768080 1.867194 -0.40 0.51 -2.15 0.31
H 0.587395 -2.564375 0.217225 -0.03 -0.81 -0.17 0.39
H 3.407112 -1.890688 -0.017211 -0.29 0.73 -0.44 -0.09
H 2.294799 -0.110099 -1.666340 0.23 -0.77 1.08 -0.05
```
Positions in Å, forces in eV/Å.

Entry 2:
ORCA calculation (wB97M-V/def2-TZVPD) on a molecular structure, C8H12Cl6CuF6O6S2.

- Net charge: 0
- Largest force on an atom: 3.99 eV Å⁻¹
- 2S+1: 2
- ΔE to the lowest compared entry with this formula, charge and spin: 722.8 kJ/mol
- ⟨S²⟩: 0.76
- Lowest unoccupied orbital energy (alpha / beta): -4.84 / -6.03 eV
- E_HOMO (alpha / beta): -0.2780 / -0.2780 Ha
- M: 658.56 g mol⁻¹
- Orbital gap (alpha / beta): 2.72 / 1.53 eV
- E: -178516.9978 eV

Geometry as XYZ:
```
41
Properties=species:S:1:pos:R:3:forces:R:3:mulliken_charge:R:1
Cu 0.178277 -0.445553 0.042720 -0.28 -0.42 -0.06 0.98
C 4.055547 4.771560 0.806949 -0.13 -0.12 0.92 0.71
F 4.952681 4.505903 -0.094882 0.07 -0.59 -1.38 -0.20
F 4.643685 5.588458 1.642263 -0.45 0.75 0.94 -0.20
F 2.947836 5.308451 0.291580 0.64 -0.50 0.26 -0.19
S 3.682084 3.133892 1.723801 1.28 0.24 2.42 1.18
O 4.550952 2.987068 2.903409 -1.65 0.75 -2.30 -0.46
O 2.244466 3.015721 1.961505 -0.13 0.43 0.17 -0.42
O 3.901019 2.127505 0.709350 0.31 -1.00 -1.06 -0.42
C -3.112152 -6.567840 0.119630 0.28 1.02 -0.95 0.59
F -4.075324 -6.680943 1.025379 -0.12 -0.47 -0.19 -0.21
F -1.938205 -6.871868 0.734539 -1.01 0.07 -0.84 -0.21
F -3.332953 -7.415325 -0.938891 0.38 0.62 1.61 -0.22
S -3.111601 -4.765005 -0.576532 0.67 3.59 -1.61 1.11
O -3.178394 -3.762285 0.499616 -1.83 -1.41 0.78 -0.69
O -1.740859 -4.547678 -1.055802 0.03 -1.78 -1.18 -0.71
O -4.186547 -4.653892 -1.616849 1.90 -1.19 2.41 -0.64
Cl -3.523646 5.077148 -0.336840 0.41 0.17 0.13 -0.18
C -3.582687 6.764740 0.270677 -1.79 0.38 -0.93 -0.39
C -4.102495 7.698763 -0.881208 1.01 -0.01 0.76 -0.46
Cl -2.876385 7.857083 -2.163634 0.16 -0.10 -0.22 -0.18
H -2.659927 7.072815 0.762325 0.05 -0.08 -0.53 0.33
H -4.375668 6.727289 1.017590 0.11 0.17 0.11 0.26
H -4.235470 8.722033 -0.529996 -0.09 -0.17 0.32 0.29
H -5.026083 7.382161 -1.365832 0.16 -0.36 0.36 0.33
Cl -0.613157 -0.439236 -5.589813 -0.18 0.02 0.32 -0.18
C -1.473726 -1.169901 -6.951630 -0.28 0.07 -1.37 -0.47
C -0.862352 -2.504857 -7.385668 0.69 0.77 1.47 -0.41
Cl 0.948846 -2.194827 -7.676991 -1.40 -0.70 -0.29 -0.20
H -1.434850 -0.447015 -7.766498 0.22 0.00 0.02 0.30
H -2.535156 -1.262759 -6.721729 0.13 -0.29 0.36 0.33
H -1.379727 -3.002061 -8.206159 0.41 0.41 -0.26 0.33
H -0.945096 -3.142213 -6.505305 0.41 -0.29 -0.19 0.29
Cl 2.810107 -3.459971 4.766172 0.04 -0.06 0.28 -0.18
C 3.253622 -3.775235 6.482167 0.50 0.03 -0.03 -0.43
C 4.717364 -3.391263 6.742097 -0.24 0.17 0.20 -0.43
Cl 5.852658 -4.353781 5.754818 -0.13 0.18 -0.01 -0.17
H 3.078071 -4.832108 6.682913 0.06 0.10 -0.14 0.31
H 2.560805 -3.182400 7.079385 0.24 0.02 0.07 0.29
H 5.044363 -3.546081 7.770302 -0.47 -0.30 0.07 0.30
H 4.880077 -2.326495 6.575073 0.00 -0.12 -0.46 0.30
```
Positions in Å, forces in eV/Å.

Entry 3:
ORCA calculation (wB97M-V/def2-TZVPD) on a molecular structure, C36H94FeN8O12.

- Net charge: 0
- Largest force on an atom: 4.27 eV Å⁻¹
- 2S+1: 5
- ⟨S²⟩: 6.01
- Lowest unoccupied orbital energy (alpha / beta): 0.36 / 0.36 eV
- E_HOMO (alpha / beta): -0.3060 / -0.2731 Ha
- M: 887.04 g mol⁻¹
- Orbital gap (alpha / beta): 8.69 / 7.79 eV
- E: -109731.6253 eV

Geometry as XYZ:
```
151
Properties=species:S:1:pos:R:3:forces:R:3:mulliken_charge:R:1
Fe -2.643423 -1.511558 -2.101628 -0.37 -0.04 -0.33 1.69
C -4.090920 -1.608834 -5.928908 -0.13 -0.20 -0.32 -1.30
C -3.644395 -1.518061 -4.499917 -0.34 0.88 -0.09 0.80
O -3.902661 -2.370119 -3.625636 -0.77 -2.41 0.54 -0.80
O -3.042401 -0.511403 -4.127488 1.44 1.84 -0.04 -0.76
H -4.331900 -0.616193 -6.309300 -0.32 -0.02 0.29 0.34
H -4.923542 -2.307260 -6.012911 0.07 0.09 -0.23 0.34
H -3.270313 -1.904079 -6.582758 0.10 -0.41 0.18 0.27
C -0.324162 1.213487 0.032277 -1.12 -1.32 -1.25 0.86
C -1.060374 0.111302 -0.790120 -0.01 0.26 0.77 0.88
O -1.532740 -0.936666 -0.309561 -0.29 -1.49 3.56 0.87
O -1.250612 0.182445 -1.991015 0.65 2.45 -3.44 -1.15
H -0.591535 2.189275 -0.373227 0.00 -0.05 0.04 0.13
H 0.724156 1.022939 -0.197522 0.23 0.20 0.68 -0.60
H -0.657337 1.108105 1.064754 0.63 0.08 0.10 -0.66
C 2.323879 -1.180248 -2.466679 1.43 0.42 -1.08 -1.10
C 2.373998 0.188074 -3.222569 -0.54 -1.99 0.60 2.52
C 3.486801 0.346763 -4.287585 0.22 0.89 1.27 -0.85
O 3.569418 1.746783 -4.686050 0.13 -0.67 -0.17 -0.42
C 4.005596 2.641231 -3.659654 -0.17 -0.64 0.29 -0.32
N 1.086941 0.325343 -3.869822 0.29 0.66 -0.55 -0.61
H 1.648752 -1.219342 -1.611819 -0.08 0.23 -0.13 -0.09
H 3.344556 -1.389684 -2.146590 0.09 -0.13 0.50 0.15
H 2.097965 -1.998910 -3.149948 -0.34 0.03 -0.10 0.27
H 2.482358 0.895902 -2.400780 0.49 0.55 -0.08 -1.19
H 3.368305 -0.327138 -5.136063 -0.76 0.60 -0.36 0.34
H 4.468143 0.029394 -3.934942 0.23 0.19 0.69 0.37
H 3.259087 2.738672 -2.871413 -0.20 0.32 -0.17 -0.08
H 4.247837 3.620985 -4.071371 -0.30 -0.21 -0.29 0.39
H 4.896405 2.302641 -3.130586 0.36 -0.39 -0.20 0.20
H 1.117987 1.251935 -4.270513 -0.45 0.22 -0.51 0.38
H 0.339050 0.344883 -3.191302 -0.31 -0.07 0.16 -0.01
C 2.846002 3.182352 3.394103 -0.07 -0.01 -0.21 -1.52
C 1.383855 2.693081 3.484395 1.38 -0.35 0.63 1.19
C 1.249642 1.173870 3.713385 0.49 -0.21 -0.94 -0.67
O 1.986386 0.415082 2.739813 -0.03 0.68 0.81 -0.37
C 1.515813 -0.898431 2.701161 -1.33 -0.12 -0.45 -0.01
N 0.800691 3.410367 4.598632 -0.98 0.26 -0.11 -0.69
H 3.329929 3.111538 4.368223 -0.03 -0.36 0.15 0.39
H 2.888612 4.249508 3.176246 -0.31 0.01 -0.18 0.42
H 3.470220 2.676546 2.657480 -0.19 -0.14 -0.01 0.20
H 0.805844 2.972499 2.603523 0.19 -0.06 -0.22 -0.30
H 0.204237 0.875480 3.634729 -0.42 0.14 -0.08 0.21
H 1.569670 0.832106 4.697704 0.25 0.37 0.35 0.42
H 2.077829 -1.508377 1.993921 0.28 0.09 0.38 -0.34
H 0.494865 -0.852774 2.322126 -0.38 -0.16 -0.37 -0.26
H 1.367752 -1.338251 3.687434 0.72 -0.27 0.23 0.53
H -0.189147 3.210229 4.582620 -0.31 0.22 0.35 0.21
H 1.148428 3.109669 5.497940 0.24 -0.13 0.05 0.31
C -5.560677 2.194593 4.437997 0.41 -0.81 0.26 -1.66
C -4.615478 1.428096 3.444966 -0.70 0.45 0.32 0.35
C -3.356647 2.184247 3.018242 -0.85 1.69 -1.32 -0.25
O -3.800001 3.458439 2.449672 -1.35 -2.39 1.46 -0.43
C -2.912259 4.031697 1.586004 0.62 1.42 0.53 -0.41
N -4.158308 0.153682 4.013560 0.11 0.55 0.04 -0.42
H -5.002230 2.348404 5.361344 0.19 0.73 -0.02 0.40
H -6.359233 1.553484 4.811328 -0.07 -0.64 -0.41 0.48
H -6.125717 3.065671 4.106243 0.78 0.25 -0.28 0.34
H -5.196231 1.214243 2.547689 0.12 0.02 -0.20 -0.09
H -2.793439 1.644949 2.256626 -0.24 -0.41 -0.28 -0.03
H -2.599961 2.407253 3.770439 -0.24 -0.05 0.77 0.46
H -3.260829 5.062324 1.519675 0.06 0.06 -0.68 0.31
H -2.850428 3.545952 0.612185 0.25 -0.07 -0.06 0.09
H -1.974518 4.121992 2.134260 0.81 -0.17 -0.59 0.20
H -4.915696 -0.255848 4.541537 -0.17 -0.24 0.03 0.24
H -3.488353 0.455085 4.706676 0.33 -0.42 0.46 0.29
C -2.829582 -3.529983 4.131419 0.55 -0.96 -0.75 -1.77
C -1.853514 -2.763031 3.200661 1.18 -0.89 1.74 0.67
C -0.726767 -3.624361 2.511307 -1.54 -1.20 2.27 0.00
O -0.105394 -4.473916 3.517063 0.22 0.99 -0.65 -0.47
C 0.628118 -5.535904 2.943485 -0.65 -0.74 0.97 -0.75
N -2.592380 -2.026978 2.263827 -0.95 0.97 -1.40 0.81
H -2.230427 -4.190990 4.757664 -0.20 0.21 0.40 0.43
H -3.525120 -4.177667 3.597742 0.15 -0.14 -0.53 0.33
H -3.510441 -2.894821 4.698083 0.52 0.39 0.18 0.31
H -1.400408 -2.056651 3.896235 0.86 0.03 0.26 0.05
H 0.043044 -3.042698 2.004194 -0.31 0.04 -0.36 -0.19
H -1.288607 -4.351718 1.925318 0.16 0.33 -1.01 0.48
H 1.397165 -5.272815 2.217228 0.09 0.29 0.14 0.19
H -0.030553 -6.290672 2.513857 -0.40 0.16 -0.66 0.33
H 1.010526 -6.099559 3.794473 0.67 0.30 -0.02 0.35
H -2.005414 -1.450128 1.678322 0.47 -0.09 -0.62 -0.85
H -3.062295 -1.327983 2.821214 -0.88 0.21 -0.03 -0.12
C 1.468484 5.225865 -4.084081 0.10 -1.14 -0.39 -1.10
C 0.880101 5.836500 -2.836450 1.90 -0.48 1.05 0.37
C 1.268278 4.990174 -1.554356 0.98 -0.43 -0.02 -0.29
O 2.713334 4.771981 -1.422434 -0.43 1.28 -0.65 -0.43
C 3.113142 3.969261 -0.318196 -1.40 -0.11 -0.49 -0.46
N 1.459521 7.167331 -2.693279 -0.31 0.87 0.40 -0.78
H 1.026398 4.258610 -4.322983 -0.21 -0.07 -0.17 0.22
H 2.529935 5.015844 -3.952520 0.00 0.21 0.21 0.15
H 1.393050 5.877201 -4.954817 -0.31 0.05 0.03 0.43
H -0.203650 5.937868 -2.893981 -0.05 -0.21 0.14 0.28
H 0.858046 3.980350 -1.545932 -0.57 -0.07 -0.46 -0.06
H 0.927038 5.467233 -0.635627 -0.15 0.36 0.00 0.48
H 4.167016 4.120759 -0.084741 -0.13 0.02 -0.21 0.27
H 2.891251 2.926567 -0.545445 0.43 -0.23 0.01 0.20
H 2.486272 4.183336 0.547428 0.13 0.32 0.39 0.17
H 2.399533 7.158289 -2.323972 0.08 -0.42 0.22 0.29
H 1.558341 7.576991 -3.611170 -0.17 0.18 -0.08 0.26
C -5.807691 -3.036227 0.687175 -1.07 0.23 0.33 -1.75
C -5.105961 -2.300905 -0.447257 -0.35 -0.19 0.24 0.07
C -5.000900 -0.784216 -0.197161 1.44 -0.13 -0.10 0.21
O -4.330502 -0.155491 -1.305232 -0.95 0.88 -0.63 -0.47
C -4.185724 1.284624 -1.226398 0.56 -0.40 0.75 -0.72
N -3.766240 -2.857825 -0.614386 0.43 0.49 -0.18 -0.13
H -6.882150 -2.921621 0.544034 -0.19 0.04 0.23 0.50
H -5.570349 -2.719329 1.702729 0.28 0.32 -0.09 0.23
H -5.633220 -4.112141 0.678939 0.21 -0.03 -0.33 0.42
H -5.672346 -2.533538 -1.349034 0.08 0.41 -0.25 0.40
H -4.259381 -0.624717 0.585659 -0.31 -0.25 0.86 -0.45
H -5.935886 -0.306350 0.095334 -0.19 -0.02 -0.38 0.59
H -5.076471 1.910808 -1.277103 -0.58 -0.64 -0.79 0.39
H -3.417873 1.579416 -1.941667 -0.33 -0.18 -0.18 0.40
H -3.833845 1.590386 -0.241115 0.53 -0.42 0.46 -0.16
H -3.324409 -2.686420 0.277524 0.62 0.18 0.55 -0.26
H -3.862422 -3.863223 -0.619705 0.04 -0.24 -0.51 0.33
C -0.062564 -4.901859 -3.505212 -0.24 -0.91 0.13 -1.70
C -0.878370 -4.297339 -2.381435 1.07 -1.26 0.93 -0.08
C -0.165453 -4.401134 -0.988982 0.51 1.50 -0.67 0.21
O 1.037796 -3.565081 -1.024216 -0.85 -0.40 -0.66 0.09
C 2.194346 -4.008885 -0.371574 0.06 -0.54 0.41 -1.01
N -1.104612 -2.931620 -2.763642 0.56 1.28 -0.07 0.31
H 0.898404 -4.404313 -3.635890 -0.09 0.16 0.01 0.25
H -0.691698 -4.786676 -4.387830 0.35 -0.19 -0.35 0.51
H 0.128171 -5.963679 -3.349438 0.01 -0.10 -0.07 0.45
H -1.833673 -4.813306 -2.285094 -0.10 -0.08 0.00 0.40
H 0.108442 -5.416667 -0.703034 -0.15 -0.14 -0.21 0.78
H -0.838731 -3.961528 -0.253083 0.00 -0.10 0.18 -0.91
H 2.201020 -3.695201 0.672286 0.01 0.07 0.24 0.06
H 3.113108 -3.643590 -0.830404 -0.29 0.44 -0.32 0.26
H 2.306178 -5.093014 -0.387628 -0.24 -0.30 0.00 0.50
H -0.183537 -2.523153 -2.693857 0.48 0.78 0.86 -0.47
H -1.093950 -2.918092 -3.773492 -1.01 -0.01 -0.53 0.21
C 4.729864 -1.227534 1.204485 1.43 -0.88 0.38 -1.31
C 5.021354 0.204370 0.752280 -0.37 -1.04 -1.33 0.57
C 5.750004 0.310121 -0.635637 -0.70 -1.65 0.10 -0.21
O 6.968221 -0.404271 -0.729944 2.06 2.24 1.45 -0.50
C 7.997216 0.375501 0.013211 -0.21 -1.40 0.11 -0.79
N 3.719756 0.832458 0.619385 0.22 1.48 0.29 0.62
H 4.415151 -1.234765 2.248044 -0.39 0.25 -0.01 0.38
H 5.611862 -1.867057 1.238932 0.36 -0.01 -0.26 0.50
H 4.001472 -1.778344 0.609377 -0.15 0.36 -0.23 -0.01
H 5.626722 0.650324 1.541427 -0.17 0.51 -0.06 0.65
H 5.863504 1.316092 -1.039682 -0.14 0.29 0.44 0.41
H 5.165180 -0.263270 -1.354871 -0.68 0.29 -0.05 -0.19
H 7.920796 1.462817 0.015486 -0.61 0.05 -0.64 0.31
H 9.005491 0.133070 -0.322524 -0.25 -0.27 -0.39 0.32
H 7.964905 0.095763 1.066201 -0.12 -0.16 0.13 0.28
H 3.265123 0.791432 1.520345 -0.11 0.24 0.02 0.04
H 3.094291 0.321487 0.012911 0.26 -0.35 -0.38 -0.82
```
Positions in Å, forces in eV/Å.

Entry 4:
ORCA calculation (wB97M-V/def2-TZVPD) on a molecular structure, C10H20Cl2N2NdO2PS.

- Net charge: +2
- Largest force on an atom: 5.27 eV Å⁻¹
- 2S+1: 4
- ΔE to the lowest compared entry with this formula, charge and spin: 97.4 kJ/mol
- ⟨S²⟩: 3.76
- Lowest unoccupied orbital energy (alpha / beta): -8.07 / -7.28 eV
- E_HOMO (alpha / beta): -0.5849 / -0.5851 Ha
- M: 478.47 g mol⁻¹
- Orbital gap (alpha / beta): 7.85 / 8.64 eV
- E: -78203.5225 eV

Geometry as XYZ:
```
39
Properties=species:S:1:pos:R:3:forces:R:3:mulliken_charge:R:1
C -3.098223 1.867909 -5.558936 0.10 0.06 0.28 -0.99
C -2.684210 1.418752 -4.181618 -0.09 -0.04 -0.13 0.72
H -2.580885 2.792196 -5.848263 -0.13 -0.35 0.20 0.30
H -4.185892 2.001463 -5.595546 0.21 0.00 0.11 0.35
H -2.870421 1.058123 -6.261606 0.03 0.11 0.11 0.33
O -1.847686 1.911526 -3.462648 -0.17 -0.69 0.20 -0.49
Cl -3.550790 -0.052235 -3.620754 0.44 0.63 -0.09 -0.15
Nd -0.818322 0.366443 -0.889409 -0.45 -1.57 -1.17 1.25
P 1.621158 -1.339209 -1.650668 1.69 -1.46 -1.70 0.49
C 3.468688 -1.021597 -1.715544 0.13 0.59 0.40 -1.12
C 1.689970 -3.171320 -1.422081 -0.47 -0.08 0.49 -1.08
H 0.250127 -1.649006 -3.647366 0.27 0.28 -0.08 0.40
H 1.952281 -1.991609 -4.019454 -0.17 0.24 0.41 0.38
H 1.455981 -0.291828 -3.867768 -0.26 -0.35 0.03 0.40
C 1.283352 -1.306954 -3.470227 -0.27 0.23 -0.07 -1.16
H 0.661316 -3.554487 -1.516381 0.42 -0.03 0.27 0.31
H 2.317050 -3.680133 -2.178373 -0.21 0.62 0.24 0.40
H 4.027806 -1.685446 -2.415067 -0.85 0.24 0.38 0.39
H 3.907605 -1.188565 -0.707036 -0.25 0.32 -0.60 0.36
H 2.113053 -3.393322 -0.426512 -0.38 -0.03 -0.37 0.35
H 3.655533 0.020022 -2.055169 0.00 -0.54 0.40 0.36
C 1.642880 1.006465 0.358334 4.05 2.71 2.00 0.14
O 2.620422 1.490712 0.765417 -4.30 -2.42 -1.86 -0.12
Cl -1.839057 -2.028557 -1.134211 0.70 1.43 0.33 -0.39
S -1.870631 1.412585 1.321702 0.25 0.17 0.27 -0.38
C -1.077985 1.043743 2.835112 0.54 -0.87 0.53 0.16
N -0.089916 1.822088 3.329674 -0.60 0.01 -0.26 -0.02
C 0.230868 1.818979 4.775116 -0.46 -0.03 0.51 -0.58
C 0.068857 0.427614 5.364617 0.66 -0.49 -0.10 -0.55
C -1.250183 -0.202436 4.952619 -0.12 0.38 0.46 -0.58
N -1.480861 -0.064455 3.502872 0.11 1.06 -0.31 -0.09
H 0.179790 2.690462 2.844116 -0.63 -0.87 0.09 0.30
H -0.508330 2.468872 5.251665 0.17 0.17 0.03 0.32
H 1.223589 2.247153 4.964539 -0.26 -0.25 -0.34 0.38
H 0.145221 0.464234 6.452494 -0.27 0.21 -0.04 0.35
H 0.906475 -0.211300 5.086480 0.03 -0.04 -0.33 0.29
H -2.054792 0.354752 5.438085 -0.11 -0.19 0.12 0.33
H -1.335788 -1.251468 5.258459 0.14 0.26 -0.29 0.37
H -2.278050 -0.600170 3.143337 0.54 0.59 -0.13 0.29
```
Positions in Å, forces in eV/Å.

Which value of net charge does entry 2 give? 0

E of number 1 (C3H9ClSSi)? -34491.0400 eV

Look up the net charge of the second one. 0